A | Below is a cluster of 2 separate species, C6H10O in total, with properties calculated with ωB97M-V/def2-TZVPD.

Computed properties:
2S+1   2
E_LUMO (spin up / spin down)   -5.71 / -8.75 eV
Frontier orbital gap (spin up / spin down)   9.285 / 6.054 eV
E_HOMO (spin up / spin down)   -15.00 / -14.80 eV
Charge   +1

Positions of all 17 atoms, in Å:
C (-0.162, 1.285, -0.966)
C (-0.201, 2.534, -0.481)
C (-1.522, -0.458, 0.386)
C (-0.479, -0.042, -0.319)
C (0.399, -1.081, -0.926)
C (0.637, -2.371, -0.621)
H (0.216, 1.065, -1.959)
H (0.179, 3.313, -1.064)
H (-0.611, 2.600, 0.501)
H (-1.785, -1.555, 0.301)
H (-2.299, 0.309, 0.670)
H (1.133, -0.689, -1.643)
H (1.481, -2.919, -0.914)
H (0.031, -2.943, -0.005)
H (0.501, -0.221, 2.274)
H (1.270, 0.938, 2.032)
O (1.213, 0.234, 2.734)

---

B | Below is the ion C6H10O with charge +1, with properties calculated with ωB97M-V/def2-TZVPD.

Computed properties:
2S+1   2
E_LUMO (spin up / spin down)   -5.18 / -8.40 eV
Frontier orbital gap (spin up / spin down)   9.464 / 6.215 eV
E_HOMO (spin up / spin down)   -14.64 / -14.61 eV
Charge   +1

Positions of all 17 atoms, in Å:
C (-2.374, -0.830, -0.616)
C (-1.293, -0.168, 0.188)
C (-1.413, 0.145, 1.530)
C (2.458, 0.240, -0.598)
O (3.217, 1.274, 0.033)
C (1.137, 0.037, 0.057)
C (-0.092, 0.176, -0.523)
H (-2.441, -0.333, -1.585)
H (-2.196, -1.899, -0.746)
H (-3.334, -0.753, -0.101)
H (-2.327, -0.087, 2.067)
H (-0.545, 0.380, 2.134)
H (3.008, -0.698, -0.480)
H (2.418, 0.541, -1.647)
H (2.708, 1.717, 0.724)
H (1.201, -0.515, 0.996)
H (-0.133, 0.772, -1.433)

---

C | Below is the ion C6H10O with charge +1, with properties calculated with ωB97M-V/def2-TZVPD.

Computed properties:
2S+1   2
E_LUMO (spin up / spin down)   -5.83 / -8.77 eV
Frontier orbital gap (spin up / spin down)   8.013 / 5.047 eV
E_HOMO (spin up / spin down)   -13.85 / -13.82 eV
Charge   +1

Positions of all 17 atoms, in Å:
O (2.139, 0.070, 1.619)
C (1.481, -0.764, 1.055)
C (1.207, -0.794, -0.420)
C (-0.269, -1.091, -0.685)
C (-1.210, -0.263, 0.211)
C (-0.641, 2.118, -0.543)
C (-0.802, 1.154, 0.451)
H (1.131, -1.633, 1.649)
H (1.838, -1.454, -1.008)
H (1.485, 0.183, -0.842)
H (-0.494, -0.955, -1.737)
H (-0.505, -2.142, -0.515)
H (-1.170, -0.695, 1.208)
H (-2.256, -0.214, -0.126)
H (-1.208, 2.032, -1.463)
H (0.026, 2.946, -0.336)
H (-0.752, 1.503, 1.482)

---

Computed energies relative to the best structure, in hartree: A 0.0517; B 0.0000; C 0.0137

---

A | Below is a cluster of 2 separate species, CH6NO2 in total, with properties calculated with ωB97M-V/def2-TZVPD.

Computed properties:
E_LUMO   -3.58 eV
Frontier orbital gap   12.328 eV
E_HOMO   -15.91 eV
Charge   +1

Positions of all 10 atoms, in Å:
N (-1.815, -0.625, -0.084)
H (-2.314, -1.421, 0.304)
H (-2.414, 0.194, 0.012)
H (-1.657, -0.875, -1.068)
H (-0.868, -0.307, 0.298)
O (0.441, 0.408, 0.837)
C (1.560, 0.617, 0.428)
O (1.902, 0.405, -0.823)
H (2.313, 1.087, 1.072)
H (2.852, 0.517, -0.975)

---

B | Below is a cluster of 2 separate species, CH6NO2 in total, with properties calculated with ωB97M-V/def2-TZVPD.

Computed properties:
E_LUMO   -3.75 eV
Frontier orbital gap   11.835 eV
E_HOMO   -15.58 eV
Charge   +1

Positions of all 10 atoms, in Å:
C (0.268, 0.066, -0.309)
N (-1.159, -0.150, 0.244)
O (0.885, 1.153, 0.110)
O (0.909, -1.050, 0.015)
H (0.063, 0.084, -1.901)
H (-1.340, -1.089, -0.076)
H (-1.820, 0.609, 0.049)
H (-1.170, 0.030, 1.207)
H (1.822, 1.349, -0.108)
H (1.543, -1.002, 0.768)

---

Computed energies relative to the best structure, in hartree: A 0.0000; B 0.1193

---

A | Below is an isolated molecule of C4H5N3O2, with properties calculated with ωB97M-V/def2-TZVPD.

Computed properties:
E_LUMO   -0.13 eV
Frontier orbital gap   10.150 eV
E_HOMO   -10.28 eV
SMILES   C/N=C/[C@@H](C#N)[N+](=O)[O-]
Charge   0

Positions of all 14 atoms, in Å:
C (1.672, 1.431, -0.147)
C (-0.251, 0.061, 0.155)
C (-2.647, -0.123, 0.064)
C (1.095, 0.151, -0.529)
N (2.229, 2.362, 0.217)
N (-1.317, 0.012, -0.470)
N (2.114, -0.898, 0.046)
O (2.796, -1.500, -0.733)
O (2.154, -1.034, 1.227)
H (-0.296, -0.112, 1.330)
H (-3.012, 0.821, 0.162)
H (-2.558, -0.711, 1.070)
H (-3.099, -0.630, -0.836)
H (1.121, 0.169, -1.556)

---

B | Below is a cluster of 2 separate species, C4H5N3O2 in total, with properties calculated with ωB97M-V/def2-TZVPD.

Computed properties:
E_LUMO (spin up / spin down)   -3.38 / -4.05 eV
Frontier orbital gap (spin up / spin down)   8.150 / 6.838 eV
E_HOMO (spin up / spin down)   -11.53 / -10.89 eV
Charge   0

Positions of all 14 atoms, in Å:
C (-1.727, -1.852, -0.319)
C (0.873, -0.075, -0.308)
C (1.324, 0.274, 1.128)
C (-0.383, 0.367, -0.787)
N (-2.295, -2.541, 0.390)
N (1.747, -0.661, -1.120)
N (-1.315, 1.140, 0.007)
O (-2.298, 1.464, -0.596)
O (-1.241, 1.152, 1.178)
H (2.297, -0.098, 1.314)
H (0.813, -0.130, 2.032)
H (1.382, 1.376, 1.026)
H (-0.641, 0.205, -1.841)
H (1.465, -0.622, -2.104)

---

C | Below is an isolated molecule of C4H5N3O2, with properties calculated with ωB97M-V/def2-TZVPD.

Computed properties:
E_LUMO   -0.63 eV
Frontier orbital gap   9.082 eV
E_HOMO   -9.71 eV
SMILES   CN1N=C/C(=N/O)C1=O
Charge   0

Positions of all 14 atoms, in Å:
C (0.495, 2.671, -0.483)
C (0.924, -0.157, 1.411)
C (0.027, -0.737, 0.482)
C (-0.340, 0.132, -0.583)
H (0.216, 2.920, -1.713)
H (1.538, 3.230, -0.303)
H (-0.170, 3.070, 0.210)
H (1.585, -0.849, 2.013)
H (-1.169, -1.362, -0.840)
N (0.342, 1.232, -0.165)
N (0.887, 0.997, 1.128)
N (-0.127, -2.068, 0.577)
O (-1.122, -2.365, -0.353)
O (-0.924, -0.083, -1.535)

---

Computed energies relative to the best structure, in hartree: A 0.0000; B 0.1360; C 0.0414